1.
The following is a DFT calculation (ωB97M-V with the def2-TZVPD basis set) of a structure of composition C18H23BBrF4IN2O2S4SiTc.

Relative energy (zero: lowest compared OMol25 entry of this formula, charge and spin) (kJ/mol): 0.00
⟨S²⟩: 3.769
E_HOMO (alpha / beta) (eV): -7.699 / -8.556
Lowest unoccupied orbital energy (alpha / beta) (Ha): -0.00067 / -0.08265
Net charge: 0
Kohn-Sham gap (alpha / beta) (hartree): 0.28224 / 0.23178
2S+1: 4

Structure (XYZ):
```
58
Properties=species:S:1:pos:R:3:nbo_charge:R:1
Tc 0.700 0.631 0.095 0.744
O 6.992 1.722 2.378 -0.521
C 5.864 1.563 2.024 0.212
S 4.934 0.076 2.344 0.384
C 3.453 0.596 1.603 -0.380
C 3.450 1.867 1.020 -0.391
S 2.096 2.574 0.296 0.137
S 4.928 2.777 1.121 0.385
S 2.100 -0.428 1.678 0.133
Br 1.239 4.676 -2.902 0.098
C -0.069 4.794 -1.548 -0.110
C -0.220 6.006 -0.888 -0.230
C -1.164 6.136 0.117 -0.203
C -1.967 5.060 0.466 -0.158
C -1.820 3.850 -0.190 -0.224
C -0.870 3.716 -1.194 -0.220
I -0.665 1.835 -2.079 0.436
H 0.409 6.840 -1.165 0.234
H -1.271 7.085 0.627 0.223
H -2.706 5.157 1.251 0.215
H -2.427 2.999 0.083 0.237
C -3.269 1.198 2.204 -1.144
Si -1.471 0.922 2.641 1.907
C -0.961 2.056 4.030 -1.144
C -1.239 -0.863 3.141 -1.152
O -0.559 1.304 1.323 -1.028
H -3.920 0.834 3.004 0.239
H -3.530 0.659 1.290 0.238
H -3.498 2.256 2.053 0.228
H -1.565 1.899 4.927 0.235
H -1.066 3.100 3.726 0.238
H 0.087 1.890 4.293 0.242
H -1.862 -1.098 4.008 0.239
H -0.200 -1.070 3.410 0.243
H -1.521 -1.537 2.330 0.236
N -0.357 -1.149 -0.213 -0.489
C -0.580 -2.190 -0.665 0.649
N -0.849 -3.358 -1.159 -0.455
C -0.311 -4.576 -0.521 -0.195
C -0.113 -5.653 -1.582 -0.414
C 0.489 -5.031 -2.838 -0.411
C -0.515 -4.077 -3.507 -0.415
C -1.482 -3.473 -2.484 -0.198
H -0.990 -4.906 0.268 0.199
H 0.647 -4.315 -0.070 0.219
H -1.066 -6.138 -1.813 0.198
H 0.539 -6.422 -1.167 0.228
H 0.796 -5.803 -3.543 0.217
H 1.383 -4.471 -2.558 0.234
H -1.111 -4.613 -4.249 0.207
H 0.019 -3.283 -4.024 0.235
H -2.373 -4.093 -2.370 0.195
H -1.804 -2.479 -2.783 0.231
F 2.840 -0.823 -3.420 -0.531
B 1.860 -1.055 -2.504 1.367
F 1.948 -2.299 -1.897 -0.559
F 0.573 -0.836 -3.013 -0.570
F 2.045 -0.038 -1.405 -0.517
```


2.
The following is a DFT calculation (ωB97M-V with the def2-TZVPD basis set) of a structure of composition C31H37N3O3Pt at a distorted geometry.

E_HOMO (eV): -13.726
Lowest unoccupied orbital energy (Ha): -0.22827
Net charge: +2
Kohn-Sham gap (hartree): 0.27616
2S+1: 1

Structure (XYZ):
```
75
Properties=species:S:1:pos:R:3:mulliken_charge:R:1
Pt -1.238 -0.101 0.811 4.143
C 0.714 -2.449 1.304 -1.425
N -0.682 -2.051 1.578 -0.447
C -0.906 -2.006 3.059 -0.885
C -0.025 -1.004 3.807 -0.662
C -0.493 0.433 3.638 -0.776
N -0.292 0.939 2.277 -0.094
C 0.480 1.933 2.022 0.074
C 0.521 2.607 0.751 0.078
C 1.588 3.475 0.467 -0.630
C 1.646 4.149 -0.729 -0.919
C 0.602 3.996 -1.644 -0.527
C -0.474 3.170 -1.382 -0.442
C -0.532 2.447 -0.189 0.573
O -1.609 1.682 0.027 -0.635
C -1.599 -3.092 1.018 -1.036
C -1.532 -3.330 -0.492 -1.015
C -1.725 -2.076 -1.367 0.095
N -2.398 -1.066 -0.559 -0.338
C -3.597 -0.678 -0.820 -0.156
C -4.404 0.131 0.037 0.778
C -5.693 0.493 -0.401 -0.908
C -6.543 1.200 0.415 -0.797
C -6.109 1.564 1.693 -0.573
C -4.849 1.225 2.143 -0.860
C -3.990 0.483 1.335 0.526
O -2.828 0.109 1.902 -0.583
H 0.915 -3.393 1.815 0.413
H 1.408 -1.697 1.664 0.289
H 0.864 -2.580 0.237 0.410
H -0.741 -3.013 3.453 0.661
H -1.958 -1.758 3.208 0.320
H 1.026 -1.093 3.532 0.242
H -0.081 -1.259 4.866 0.490
H -0.006 1.113 4.338 0.736
H -1.566 0.474 3.829 0.111
H 1.065 2.345 2.844 0.513
H 2.370 3.605 1.207 0.489
H 2.474 4.807 -0.951 0.479
H 0.631 4.543 -2.578 0.454
H -1.287 3.063 -2.087 0.559
H -2.604 -2.798 1.320 0.464
H -1.373 -4.042 1.512 0.574
H -2.329 -4.051 -0.686 0.420
H -0.604 -3.824 -0.780 0.446
H -2.307 -2.315 -2.256 0.932
H -0.771 -1.667 -1.684 -0.774
H -4.059 -1.050 -1.733 0.417
H -6.012 0.207 -1.396 0.418
H -7.531 1.471 0.073 0.438
H -6.767 2.128 2.341 0.444
H -4.506 1.508 3.128 0.487
C 5.881 -0.464 -4.016 -1.538
C 4.733 -0.291 -3.075 0.553
C 3.424 -0.220 -3.545 -1.112
C 2.343 -0.096 -2.694 1.141
C 0.975 0.000 -3.310 -1.601
C 2.594 -0.040 -1.294 0.062
C 1.570 0.010 -0.317 0.179
O 0.343 -0.168 -0.519 -1.500
C 3.935 -0.052 -0.801 1.296
C 4.268 0.066 0.666 -1.563
C 4.966 -0.190 -1.699 -1.053
H 5.563 -0.428 -5.055 0.387
H 6.367 -1.425 -3.836 0.360
H 6.633 0.309 -3.850 0.386
H 3.247 -0.253 -4.613 0.429
H 1.051 0.488 -4.281 0.553
H 0.268 0.548 -2.696 0.097
H 0.570 -1.000 -3.488 0.362
H 1.894 0.218 0.703 0.092
H 3.865 -0.763 1.250 0.295
H 3.892 1.000 1.091 0.262
H 5.346 0.059 0.801 0.448
H 5.987 -0.218 -1.336 0.471
```


3.
The following is a DFT calculation (ωB97M-V with the def2-TZVPD basis set) of a structure of composition C30H49O14S3V2 at a distorted geometry.

E_HOMO (eV): -10.893
Lowest unoccupied orbital energy (Ha): -0.28980
Net charge: +1
Kohn-Sham gap (hartree): 0.11053
2S+1: 1

Structure (XYZ):
```
98
Properties=species:S:1:pos:R:3:mulliken_charge:R:1
O -1.390 3.869 2.470 -0.476
V -0.520 3.058 3.428 1.396
O 0.951 3.208 2.992 -0.479
O -3.489 -0.235 3.837 -0.513
V -2.221 0.356 4.636 1.413
O -1.438 -0.854 5.247 -0.552
C -1.252 -1.062 1.185 -0.103
C -0.396 0.051 1.763 1.691
C 0.234 0.956 0.696 -1.822
O -1.061 0.838 2.688 0.220
H -0.668 -1.433 0.343 -0.506
H -2.245 -0.746 0.865 -0.242
H -1.390 -1.826 1.950 0.319
H 0.383 -0.551 2.230 -0.650
H 0.907 0.390 0.052 0.149
H 1.048 1.619 0.988 0.767
H -0.517 1.454 0.082 0.362
O 2.428 -3.120 -3.147 -0.628
S 1.602 -2.661 -1.959 0.939
O 1.608 -1.283 -1.490 -0.459
O 0.041 -3.173 -2.057 -0.314
C -0.914 -2.249 -2.530 0.179
C -2.231 -2.835 -2.355 -1.389
C 2.125 -3.855 -0.583 -0.186
H -0.696 -2.098 -3.587 0.438
H -0.865 -1.290 -2.013 -0.041
H -2.530 -3.098 -1.340 0.237
H -2.315 -3.578 -3.148 0.504
H -2.970 -2.121 -2.717 0.320
H 1.280 -3.934 0.101 0.188
H 2.897 -3.273 -0.079 -0.256
H 2.631 -4.751 -0.943 0.405
O -0.552 5.804 -5.835 -0.599
S -1.688 4.997 -5.410 1.096
O -2.532 4.317 -6.444 -0.586
O -1.222 3.841 -4.402 -0.286
C -0.402 4.126 -3.280 -0.698
C -0.777 3.105 -2.148 -0.743
C -2.752 5.860 -4.066 -0.846
H -0.561 5.089 -2.795 0.342
H 0.605 4.277 -3.670 0.463
H -1.815 3.226 -1.839 0.154
H -0.266 3.329 -1.211 0.353
H -0.558 2.054 -2.335 0.401
H -3.069 5.004 -3.470 0.226
H -3.444 6.412 -4.701 0.444
H -2.028 6.583 -3.690 0.306
O -2.953 0.177 -1.914 -0.425
S -4.356 0.003 -1.490 0.925
O -5.407 -0.048 -2.462 -0.603
O -4.390 -1.399 -0.604 -0.086
C -5.555 -2.145 -0.310 -0.359
C -5.029 -3.130 0.731 -0.896
C -4.684 1.294 -0.012 -0.744
H -5.801 -2.587 -1.275 0.285
H -6.442 -1.560 -0.068 0.418
H -4.521 -2.454 1.419 0.068
H -4.409 -3.982 0.452 0.304
H -5.794 -3.410 1.455 0.407
H -4.083 2.192 -0.155 0.372
H -4.206 0.890 0.880 0.049
H -5.754 1.292 0.197 0.387
C 1.071 -4.403 6.317 -0.637
C 1.105 -3.077 5.960 -0.639
C 0.787 -2.719 4.640 -0.282
C 0.322 -3.653 3.730 0.227
C 0.120 -4.925 4.139 -0.913
C 0.542 -5.287 5.392 -0.225
H 1.315 -4.746 7.312 0.403
H 1.371 -2.298 6.659 0.404
H 1.048 -1.714 4.344 0.664
H 0.160 -3.469 2.678 0.237
H -0.335 -5.715 3.561 0.424
H 0.443 -6.289 5.782 0.356
C 2.662 4.628 -2.131 -0.811
C 3.713 5.215 -2.722 -0.256
C 4.898 4.522 -3.036 -0.793
C 4.913 3.159 -2.675 -0.459
C 3.806 2.504 -2.040 -0.608
C 2.743 3.286 -1.784 0.834
H 1.794 5.210 -1.859 0.548
H 3.566 6.272 -2.888 0.348
H 5.724 4.916 -3.609 0.407
H 5.880 2.699 -2.817 0.346
H 3.942 1.447 -1.867 0.517
H 1.838 2.841 -1.398 0.008
C 3.679 -1.587 2.766 -0.646
C 4.516 -2.593 2.394 -0.502
C 5.257 -2.410 1.237 -0.718
C 5.025 -1.270 0.439 -0.234
C 4.150 -0.315 0.792 -0.198
C 3.442 -0.462 1.915 -0.174
H 3.106 -1.693 3.676 0.426
H 4.772 -3.387 3.080 0.449
H 6.044 -3.123 1.042 0.392
H 5.465 -1.170 -0.542 0.397
H 3.827 0.437 0.088 0.127
H 2.705 0.244 2.269 0.541
```


Which of these has the highest 2S+1? C18H23BBrF4IN2O2S4SiTc


Look up the net charge of the third one. +1